DFT (ωB97M-V with the def2-TZVPD basis set) results for C23H21N5O5ReS as an isolated structure.

Last column: natural (NBO) charge in e.
CARTESIAN COORDINATES (ANGSTROEM)
Re -0.25 -0.30 1.13  1.6626
C -3.53 3.50 -1.21  -0.1146
C -3.25 2.16 -1.42  -0.1864
C -2.17 1.58 -0.78  -0.1977
C -1.38 2.35 0.06  0.1287
C -1.66 3.71 0.28  -0.1838
C -2.74 4.27 -0.36  -0.1866
N -0.29 1.75 0.72  -0.1397
N 0.63 2.49 1.15  -0.0861
C 1.59 1.82 1.89  0.2757
C 2.64 2.51 2.46  -0.1675
C 3.56 1.79 3.22  -0.0977
C 3.39 0.42 3.38  -0.2030
C 2.32 -0.20 2.77  0.0954
N 1.43 0.48 2.04  -0.4712
H -4.38 3.96 -1.70  0.2457
H -3.86 1.57 -2.09  0.2438
H -1.93 0.54 -0.97  0.2294
H -1.05 4.28 0.96  0.2475
H -2.98 5.31 -0.18  0.2486
H 2.72 3.57 2.30  0.2713
H 4.39 2.30 3.68  0.2623
H 4.08 -0.16 3.97  0.2660
H 2.15 -1.27 2.86  0.2475
C -3.88 -5.66 5.55  -0.6508
C -3.58 -4.47 4.70  0.0936
C -4.36 -3.32 4.77  -0.2147
C -4.10 -2.23 3.97  -0.1110
C -3.03 -2.30 3.08  -0.4695
C -2.21 -3.43 2.99  -0.0915
C -2.50 -4.51 3.80  -0.2137
S -2.71 -0.93 2.12  2.3614
O -3.77 0.01 2.10  -0.8251
O -1.37 -0.20 2.67  -0.8078
O -2.10 -1.34 0.81  -0.9114
H -4.60 -5.43 6.33  0.2366
H -2.97 -6.05 6.01  0.2425
H -4.29 -6.46 4.93  0.2510
H -5.19 -3.29 5.46  0.2435
H -4.71 -1.34 4.02  0.2550
H -1.37 -3.47 2.31  0.2296
H -1.88 -5.39 3.74  0.2388
C 1.87 -1.47 -3.02  -0.4087
N 1.74 -2.07 -1.68  -0.3683
C 2.24 -3.33 -1.36  0.0731
C 2.06 -3.89 -0.15  -0.3258
C 1.33 -3.20 0.90  0.6347
O 1.10 -3.61 2.02  -0.5653
N 0.89 -1.93 0.50  -0.6462
C 1.07 -1.44 -0.72  0.7743
O 0.52 -0.27 -0.83  -0.6485
H 2.64 -2.02 -3.56  0.2390
H 2.17 -0.43 -2.93  0.2384
H 0.93 -1.54 -3.55  0.2344
H 2.78 -3.83 -2.16  0.2493
H 2.46 -4.87 0.07  0.2728

## Properties
**Spin multiplicity**: 2
**Molecular weight**: 665.7 g/mol
**Kohn-Sham gap (spin up / spin down)**: 6.579 / 6.228 eV
**Net charge**: +2

---

DFT (ωB97M-V with the def2-TZVPD basis set) results for C6H9N2O2 as an isolated structure.

Last column: natural (NBO) charge in e.
CARTESIAN COORDINATES (ANGSTROEM)
C -3.30 1.23 -0.88  -0.6236
C -1.06 -0.11 1.58  0.1148
C -0.96 0.22 -0.53  -0.1409
C -2.16 0.77 -0.03  0.0490
N -0.26 -0.26 0.50  -0.5676
N -2.21 0.54 1.30  -0.5296
H 0.76 -1.09 0.49  0.4770
H -0.81 -0.44 2.57  0.1713
H -0.71 0.35 -1.58  0.1797
H -2.91 1.27 -1.90  0.1979
H -3.60 2.25 -0.61  0.1936
H -4.20 0.62 -0.80  0.2003
C 3.20 -0.15 -0.21  -0.7341
C 2.85 -1.56 0.19  0.7838
O 1.68 -1.78 0.70  -0.7456
O 3.71 -2.44 0.17  -0.6812
H 4.29 -0.09 -0.22  0.2150
H 2.81 0.57 0.51  0.2230
H 2.89 0.10 -1.22  0.2175

## Properties
**Molecular weight**: 141.2 g/mol
**Kohn-Sham gap**: 7.912 eV
**Net charge**: -1

---

DFT (ωB97M-V with the def2-TZVPD basis set) results for CH4FOPS as an isolated structure.

Last column: natural (NBO) charge in e.
CARTESIAN COORDINATES (ANGSTROEM)
C -2.13 0.07 0.40  -0.6056
O 2.41 -1.05 -0.38  -1.0202
F 2.68 1.44 -0.75  -0.5827
P 2.55 0.35 0.49  1.4850
S -0.19 0.35 -0.15  -0.4802
H -2.22 -0.90 -0.07  0.2204
H -2.02 -0.13 1.40  0.2128
H -2.64 0.95 -0.04  0.2331
H 1.55 -1.09 -0.91  0.5375

## Properties
**Molecular weight**: 114.1 g/mol
**Kohn-Sham gap (spin up / spin down)**: 7.078 / 6.782 eV

---

DFT (ωB97M-V with the def2-TZVPD basis set) results for a 2-piece molecular cluster, C2H5NO2 overall.

Last column: natural (NBO) charge in e.
CARTESIAN COORDINATES (ANGSTROEM)
N -0.29 -3.47 0.03  -0.8410
C -0.26 -2.09 0.14  0.5198
O 0.70 -1.65 0.71  -0.5928
H -0.97 -4.04 -0.47  0.3867
H 0.50 -3.99 0.36  0.3987
H -1.02 -1.54 -0.43  0.1288
C 0.10 3.62 0.12  0.2713
O -0.22 3.84 -1.04  -0.4931
H 0.48 4.52 0.68  0.0915
H 0.21 2.72 0.71  0.1301

## Properties
**SMILES string**: NC=O.C=O
**Molecular weight**: 75.1 g/mol
**Kohn-Sham gap**: 10.942 eV

---

DFT (ωB97M-V with the def2-TZVPD basis set) results for a 2-piece molecular cluster, C6H14O overall.

Last column: natural (NBO) charge in e.
CARTESIAN COORDINATES (ANGSTROEM)
C 1.88 -0.99 -1.65  -0.4276
C 0.91 -0.04 -1.30  -0.1401
C 0.18 0.06 0.11  -0.4651
C -1.30 0.77 0.00  -0.3994
C -2.24 0.56 1.26  -0.3803
C -2.73 -1.02 1.37  -0.6316
H 2.56 -1.31 -0.94  0.1741
H 1.96 -1.36 -2.68  0.2035
H 0.67 0.73 -2.07  0.1968
H 0.10 -0.93 0.63  0.2210
H 0.84 0.82 0.54  0.2256
H -1.25 1.88 0.04  0.2054
H -1.79 0.57 -1.04  0.2048
H -3.06 1.18 1.35  0.2052
H -1.54 0.66 2.19  0.1941
H -3.02 -1.41 2.34  0.2062
H -2.05 -1.76 0.97  0.2051
H -3.76 -1.07 0.89  0.2011
O 4.23 1.06 -0.97  -0.9162
H 4.33 0.18 -0.46  0.4584
H 5.08 1.41 -0.54  0.4590

## Properties
**SMILES string**: C=CCCCC.O
**Molecular weight**: 102.2 g/mol
**Kohn-Sham gap**: 9.270 eV

---

DFT (ωB97M-V with the def2-TZVPD basis set) results for a 2-piece molecular cluster, C2H3BrClNO overall.

Last column: natural (NBO) charge in e.
CARTESIAN COORDINATES (ANGSTROEM)
C -1.53 -1.50 -0.46  0.9030
C 1.11 0.90 0.40  -0.5178
N -2.68 -1.28 -0.64  -0.6827
O -0.42 -1.75 -0.05  -0.5640
Cl 0.26 1.80 -0.82  -0.0688
Br 2.52 -0.51 -0.41  0.0382
H 1.87 1.56 0.83  0.1372
H 1.09 -1.26 -0.39  0.3389
H -3.39 -1.66 -1.08  0.4160

## Properties
**Molecular weight**: 172.4 g/mol
**Kohn-Sham gap**: 7.879 eV

---

DFT (ωB97M-V with the def2-TZVPD basis set) results for one molecule with the formula C20H27FN4O2.

Last column: natural (NBO) charge in e.
CARTESIAN COORDINATES (ANGSTROEM)
O -1.63 -1.93 -0.04  -0.5855
C -2.74 -1.58 0.28  0.6940
C -4.07 -2.19 -0.13  -0.1438
C -4.43 -2.13 -1.63  -0.4109
C -5.59 -1.13 -1.71  -0.4162
C -6.20 -1.17 -0.31  -0.2174
N -5.05 -1.36 0.55  -0.4298
C -4.44 -0.31 1.17  0.8006
O -4.96 0.63 1.70  -0.6083
N -3.05 -0.54 1.11  -0.4667
C -2.08 0.34 1.72  -0.2174
C -1.45 1.27 0.68  -0.4074
C -0.35 2.13 1.31  -0.4300
C 0.41 2.99 0.28  -0.1968
N 1.62 2.44 -0.28  -0.4521
C 2.72 2.30 0.66  -0.2370
C 4.02 2.03 -0.12  -0.2092
N 3.89 0.83 -0.91  -0.4359
C 4.23 -0.40 -0.35  0.1649
C 5.43 -0.53 0.36  -0.2300
C 5.84 -1.74 0.88  -0.2607
C 5.04 -2.85 0.69  0.3518
F 5.44 -4.04 1.21  -0.3322
C 3.86 -2.77 -0.01  -0.2469
C 3.46 -1.55 -0.52  -0.2648
C 2.76 0.95 -1.80  -0.2081
C 1.46 1.22 -1.05  -0.2452
H -4.11 -3.22 0.24  0.2264
H -4.74 -3.11 -1.98  0.2167
H -3.57 -1.82 -2.22  0.2307
H -5.21 -0.12 -1.91  0.2072
H -6.30 -1.39 -2.49  0.2211
H -6.72 -0.25 -0.03  0.2362
H -6.88 -2.02 -0.20  0.1957
H -1.31 -0.28 2.18  0.2124
H -2.61 0.92 2.48  0.2319
H -1.03 0.65 -0.12  0.2151
H -2.22 1.91 0.25  0.2035
H -0.81 2.78 2.05  0.2077
H 0.36 1.49 1.83  0.2019
H 0.69 3.94 0.74  0.1978
H -0.26 3.22 -0.56  0.1924
H 2.81 3.23 1.22  0.2035
H 2.57 1.47 1.37  0.1663
H 4.85 1.96 0.58  0.2068
H 4.20 2.87 -0.81  0.1994
H 6.08 0.33 0.48  0.2110
H 6.77 -1.82 1.42  0.2268
H 3.25 -3.65 -0.14  0.2273
H 2.52 -1.52 -1.05  0.2169
H 2.68 0.05 -2.43  0.2086
H 2.97 1.80 -2.46  0.2016
H 0.64 1.36 -1.76  0.2040
H 1.23 0.35 -0.41  0.1721

## Properties
**SMILES string**: O=C1[C@@H]2CCCN2C(=O)N1CCCCN1CCN(c2ccc(F)cc2)CC1
**Molecular weight**: 374.5 g/mol
**Kohn-Sham gap**: 8.149 eV

---

DFT (ωB97M-V with the def2-TZVPD basis set) results for one molecule with the formula C4H7NS.

Last column: natural (NBO) charge in e.
CARTESIAN COORDINATES (ANGSTROEM)
C 1.95 0.07 -1.01  -0.2381
C 1.10 -0.42 -0.37  -0.0019
C -0.11 -0.75 0.35  -0.4124
S -0.84 -2.33 -0.31  -0.0421
C -1.11 0.39 0.35  -0.2241
N -0.44 1.66 0.53  -0.8167
H 2.92 0.37 -1.16  0.2312
H 0.02 -1.12 1.42  0.2510
H -0.40 -2.15 -1.60  0.1376
H -1.56 0.48 -0.61  0.2004
H -1.93 0.31 1.08  0.2110
H 0.28 1.85 -0.12  0.3643
H 0.12 1.64 1.43  0.3398

## Properties
**SMILES string**: C#C[C@H](S)CN
**Molecular weight**: 101.2 g/mol
**Kohn-Sham gap**: 9.947 eV

---

Result set for energy relative to the best compared isomer or geometry (same formula, charge and spin): 0.454 0.529 3.470 1.813 3.563 4.460 0.230 2.768 eV, one per record in the order listed.